10
Properties=species:S:1:pos:R:3:forces:R:3 method="wB97M-V/def2-TZVPD" smiles="O=C(Cl)[C@@]1(O)O[C@@H]1[S-]" e_lumo_ev=3.31 charge=-1
O 1.932527 1.566341 0.432920 -0.47 -1.11 0.47
C 1.476977 0.464750 0.274986 -0.30 1.42 -1.64
Cl 2.511966 -0.957180 0.408803 0.25 -0.48 0.44
C 0.144467 0.162806 -0.317945 -1.68 0.30 0.14
O -0.470225 1.206746 -0.961435 0.74 0.29 -0.11
O -0.147674 -1.108770 -0.854958 0.67 -0.52 -1.22
C -0.921198 -0.797717 0.258143 1.85 0.02 2.86
S -2.545920 -0.307136 0.365083 -1.11 0.13 -0.52
H -1.445155 1.057738 -0.778762 0.28 0.17 0.10
H -0.535769 -1.287576 1.173169 -0.23 -0.21 -0.52

16
Properties=species:S:1:pos:R:3:forces:R:3 method="wB97M-V/def2-TZVPD" smiles="CC1=CC[P@@](=O)(Cl)C1" e_lumo_ev=0.69
C -0.205574 -0.735043 2.160447 0.74 1.53 2.95
C -0.074889 -0.314426 0.766209 -0.74 1.21 -1.24
C 0.680407 0.764561 0.454079 0.12 -0.78 -0.81
C 0.921336 1.222404 -0.991106 1.01 0.21 -0.72
P -0.480217 0.474339 -1.846982 -1.35 -2.30 1.91
O -1.611643 1.315419 -2.259362 0.13 0.24 0.32
Cl 0.158507 -0.601373 -3.416888 0.51 -0.32 -0.43
C -0.824775 -1.039642 -0.277893 0.89 5.69 -2.22
H 0.878178 -0.645360 2.416188 -0.87 -0.69 1.05
H -0.655028 -1.686564 2.451658 0.40 -0.14 -0.70
H -0.756774 0.018657 2.858280 0.89 -0.96 -1.45
H 1.370443 1.117239 1.186388 0.12 0.66 0.59
H 0.946778 2.349424 -1.311209 -0.01 -1.99 1.18
H 1.887658 0.710108 -1.344515 -1.33 0.92 0.24
H -0.377745 -1.862840 -0.645133 1.43 -2.98 -1.10
H -1.856664 -1.086904 -0.200161 -1.95 -0.28 0.42

Values for orbital gap, eV, ordered as above
7.17 10.05
Values for electronic energy, eV, ordered as above
-32644.0927 -29173.1116
Values for highest occupied orbital energy, Ha, ordered as above
-0.1417 -0.3442